[1]
The following is a DFT calculation (wB97M-V/def2-TZVPD) of a molecular structure, C36H26Br2ClN3O3PPtS3 in a non-equilibrium geometry.

Strongest force on any atom: 3.56 eV/Å
HOMO-LUMO gap (spin up / spin down): 4.64 / 4.64 eV
LUMO (spin up / spin down): 1.39 / 1.39 eV
Net charge: -1
DFT total energy: -246019.504 eV
E_HOMO (spin up / spin down): -3.250 / -3.249 eV

Positions of all 76 atoms, in Å:
Pt  0.647234  -0.025435  0.207796
Br  2.249141  5.672591  3.281205
C  1.857680  4.194490  2.146819
C  0.689345  4.232099  1.370326
C  0.389338  3.098507  0.644298
N  1.163428  2.031813  0.591529
C  2.357623  2.030777  1.270271
C  2.698691  3.128020  2.100114
C  3.196365  0.911575  1.077959
C  4.546094  0.877996  1.504833
C  5.325848  -0.182389  1.163278
Br  7.148250  -0.230280  1.695122
C  4.807788  -1.240357  0.390474
C  3.478527  -1.168918  0.046780
N  2.680125  -0.162228  0.372014
H  0.039393  5.088801  1.384531
H  -0.522443  3.062107  0.057010
H  3.572609  3.070918  2.727216
H  4.945883  1.697184  2.082933
H  5.420282  -2.069705  0.077069
H  3.045841  -1.971861  -0.531976
S  0.597326  1.029595  -2.506402
P  -1.336421  0.945836  -2.016016
S  -1.757872  0.259973  -0.167498
C  -2.184839  0.038124  -3.368641
C  -2.729329  -1.227571  -3.220553
C  -3.278149  -1.865667  -4.322587
C  -3.281701  -1.237605  -5.556916
C  -2.739008  0.029478  -5.700588
C  -2.187669  0.665778  -4.607505
C  -2.263474  2.529651  -2.120772
C  -1.741555  3.697550  -2.651009
C  -2.535722  4.832570  -2.702304
C  -3.832339  4.800879  -2.215108
C  -4.339318  3.637535  -1.656708
C  -3.556610  2.501844  -1.609001
H  -2.734640  -1.698143  -2.246806
H  -3.704687  -2.853695  -4.219074
H  -3.711104  -1.734632  -6.414991
H  -2.741999  0.524325  -6.661741
H  -1.751382  1.652510  -4.693278
H  -0.719815  3.699623  -3.012151
H  -2.137995  5.738990  -3.135386
H  -4.450000  5.685898  -2.273777
H  -5.345341  3.614354  -1.263362
H  -3.921170  1.588738  -1.157782
O  -2.251289  0.455406  2.563362
C  -1.183039  0.069213  3.013848
N  0.024829  0.268388  2.475359
S  1.239855  -0.276464  3.413939
O  2.003695  0.809361  3.970636
O  2.005148  -1.303304  2.749043
C  0.190571  -1.024552  4.667885
C  0.460682  -1.820664  5.755788
C  -0.617539  -2.331363  6.469165
C  -1.920670  -2.029773  6.097198
C  -2.181009  -1.219196  5.003606
C  -1.103442  -0.729103  4.284801
H  1.480330  -2.047874  6.026174
H  -0.442540  -2.967515  7.325980
H  -2.737070  -2.450874  6.667759
H  -3.183239  -0.982883  4.681305
Cl  2.622893  -5.904085  -3.748595
C  1.976255  -4.764204  -2.613681
C  1.093457  -3.789948  -3.056070
C  0.550071  -2.909758  -2.141966
C  0.868081  -2.974611  -0.783097
C  0.238366  -2.078233  0.204731
C  1.773595  -3.965031  -0.375449
C  2.328323  -4.854771  -1.278219
H  0.829509  -3.726405  -4.100068
H  -0.135453  -2.146682  -2.484350
H  0.526913  -2.388228  1.215204
H  -0.853234  -2.155553  0.110839
H  2.030609  -4.038311  0.672192
H  3.013113  -5.624628  -0.946964

Cartesian forces (eV/Å) of the 3 atoms listed first:
-0.36 -1.35 -0.61
0.01 -0.19 -0.13
-0.96 0.77 -0.31

Charges computed using Löwdin, reported in e: 0.77 0.73 -0.65 -0.07 -0.11 -0.03 -0.21 -0.06 -0.20 -0.05 -0.66 0.73 -0.07 -0.10 -0.04 0.10 0.10 0.11 0.11 0.10 0.10 0.18 0.10 0.40 -0.38 -0.10 -0.09 -0.10 -0.09 -0.10 -0.40 -0.11 -0.10 -0.10 -0.09 -0.11 0.09 0.10 0.09 0.10 0.10 0.08 0.10 0.09 0.10 0.08 -0.05 -0.58 -0.14 0.64 -0.30 -0.32 -0.20 -0.05 -0.09 -0.08 -0.01 -0.13 0.11 0.10 0.10 0.12 0.62 -0.70 -0.10 -0.04 -0.32 -0.30 -0.07 -0.12 0.10 0.09 0.04 0.01 0.12 0.10

[2]
The following is a DFT calculation (wB97M-V/def2-TZVPD) of 8 unconnected molecules or ions with the total composition C27H59ClN8O18P in a non-equilibrium geometry.

Strongest force on any atom: 3.73 eV/Å
HOMO-LUMO gap: 6.07 eV
LUMO: -4.25 eV
Net charge: +1
DFT total energy: -99507.567 eV
E_HOMO: -10.318 eV

Positions of all 114 atoms, in Å:
C  0.263580  -2.664388  3.277493
C  0.200263  -3.548719  2.127231
C  0.303403  -2.829960  0.716807
O  -0.695654  -2.726525  -0.004668
O  1.564343  -2.319512  0.364141
C  1.452698  -1.119816  -0.435086
C  1.697341  -1.537205  -1.967048
C  1.870925  -0.284198  -2.928737
C  0.511930  0.298482  -3.525957
C  -0.805336  -0.118139  -2.728554
C  -2.049821  0.255755  -3.705562
P  -3.716108  0.175606  -2.851485
C  -4.610738  -1.397946  -3.323773
C  -3.651355  -2.711146  -3.348422
C  -4.547625  -3.915179  -2.803883
C  -3.867252  -5.365295  -2.865756
C  -2.488627  -5.435806  -3.654686
C  -1.203486  -5.186708  -2.706655
C  -1.026871  -6.324537  -1.607269
C  -1.697199  -5.978996  -0.184819
C  -3.473131  0.364082  -0.991023
C  -4.912437  0.329296  -0.281292
C  -5.238964  -1.109669  0.351388
Cl  -4.871905  1.546885  1.102500
O  -4.631472  1.558924  -3.355899
N  -4.294962  1.947817  -4.636955
O  -4.575279  1.130319  -5.442723
H  -0.724156  -2.338325  3.728168
H  1.249143  -2.355098  3.743732
H  0.120594  -4.669978  2.214863
H  0.485287  -0.551342  -0.290123
H  2.338834  -0.448682  -0.160429
H  2.677093  -2.131417  -1.968093
H  0.896845  -2.270971  -2.325398
H  2.490253  -0.641225  -3.824404
H  2.526615  0.500665  -2.418053
H  0.588481  1.440101  -3.447338
H  0.344683  0.039191  -4.616585
H  -0.858801  0.530771  -1.788319
H  -0.906531  -1.223496  -2.516509
H  -2.019042  -0.483163  -4.580951
H  -1.817252  1.281611  -4.124487
H  -5.132811  -1.235951  -4.313525
H  -5.444434  -1.569971  -2.553639
H  -2.699895  -2.524081  -2.759066
H  -3.439487  -2.894777  -4.458996
H  -5.497367  -3.930221  -3.433426
H  -4.867686  -3.669985  -1.736741
H  -3.822230  -5.768565  -1.810818
H  -4.605323  -6.038776  -3.427378
H  -2.457031  -4.815792  -4.602370
H  -2.374411  -6.522948  -4.003200
H  -0.302566  -5.261901  -3.409278
H  -1.212857  -4.129912  -2.298883
H  0.093818  -6.409169  -1.407738
H  -1.364964  -7.354293  -1.931976
H  -2.235774  -4.981657  -0.283916
H  -0.969197  -6.006162  0.678611
H  -2.520922  -6.750655  -0.000340
H  -2.917781  -0.578582  -0.660805
H  -2.871789  1.280243  -0.716249
H  -5.680780  0.603788  -1.075261
H  -5.560379  -0.943394  1.428219
H  -6.079706  -1.640680  -0.212398
H  -4.318881  -1.780230  0.398844
C  -3.291750  4.447702  3.108494
N  -2.117601  5.348068  2.975619
O  -1.012795  4.832073  2.970790
O  -2.344795  6.538120  2.880617
H  -2.939448  3.421446  3.183124
H  -3.828449  4.737927  4.010129
H  -3.908780  4.580566  2.221255
C  3.558943  -6.946197  0.285621
N  2.557705  -8.034840  0.431213
O  2.856211  -8.978421  1.135626
O  1.505944  -7.899824  -0.169861
H  4.439280  -7.199658  0.871509
H  3.807687  -6.868517  -0.771388
H  3.101969  -6.028344  0.652466
C  0.711483  7.511174  3.957162
N  1.574344  7.231216  5.133718
O  1.304095  7.799318  6.176897
O  2.494074  6.449312  4.968032
H  -0.060498  8.219294  4.248674
H  1.345381  7.930981  3.177593
H  0.269557  6.566867  3.641801
C  5.368117  7.798801  4.986275
N  5.843493  8.238145  3.647922
O  6.150226  7.371056  2.846905
O  5.892341  9.436227  3.446803
H  5.376207  6.713532  5.022676
H  6.046658  8.214034  5.728736
H  4.358046  8.180896  5.116440
C  -2.176658  -3.597742  -8.555640
N  -1.989479  -3.773462  -7.091756
O  -2.441667  -2.905615  -6.356796
O  -1.399134  -4.768643  -6.730336
H  -2.716982  -2.670447  -8.730794
H  -1.188268  -3.560867  -9.010482
H  -2.746762  -4.451444  -8.918184
C  8.505573  4.919139  2.379014
N  9.370510  4.635381  3.553323
O  9.101096  5.200331  4.596691
O  10.288974  3.854788  3.384083
H  7.733336  5.626908  2.674140
H  9.137949  5.341030  1.599793
H  8.063600  3.976142  2.061734
C  3.200150  6.724875  8.536408
N  4.631360  6.328665  8.533641
O  5.102967  5.924787  9.578435
O  5.231221  6.437832  7.478289
H  2.798034  6.575347  9.535794
H  3.149071  7.774010  8.252507
H  2.684391  6.095768  7.813974

Cartesian forces (eV/Å) of the 3 atoms listed first:
-0.35 -0.97 -1.00
0.82 1.39 -0.02
1.19 -1.08 -0.38

Atom charges from the Löwdin analysis, given in e for atoms 1 to 99: 0.03 -0.04 -0.41 0.04 -0.04 -0.17 -0.17 -0.18 -0.19 -0.23 -0.25 1.06 -0.23 -0.20 -0.19 -0.18 -0.20 -0.20 -0.23 -0.12 -0.27 -0.70 -0.12 0.58 -0.24 -0.05 0.08 0.08 0.08 0.11 0.12 0.14 0.13 0.11 0.12 0.12 0.12 0.12 0.11 0.09 0.11 0.11 0.11 0.09 0.09 0.09 0.12 0.10 0.09 0.12 0.07 0.12 0.11 0.08 0.08 0.11 0.06 0.05 0.08 0.10 0.10 0.10 0.07 0.09 0.09 0.04 -0.44 0.06 0.08 0.09 0.11 0.09 0.05 -0.44 0.08 0.04 0.10 0.10 0.09 0.05 -0.43 0.06 0.05 0.10 0.11 0.06 0.02 -0.43 0.04 0.07 0.08 0.10 0.08 0.06 -0.42 0.02 0.09 0.10 0.11

[3]
The following is a DFT calculation (wB97M-V/def2-TZVPD) of a single C4F6S molecule in a non-equilibrium geometry.

Strongest force on any atom: 3.29 eV/Å
HOMO-LUMO gap: 8.56 eV
LUMO: -1.51 eV
Net charge: 0
DFT total energy: -31287.288 eV
E_HOMO: -10.071 eV

Positions of all 11 atoms, in Å:
F  -0.415108  0.618592  2.772110
C  0.007744  -0.084476  1.641969
F  0.977073  -0.954876  1.986236
F  -1.023596  -0.841766  1.115627
C  0.435947  0.817345  0.561634
C  0.162327  2.088892  0.587688
S  -0.121663  3.642501  0.691193
C  1.246389  0.258286  -0.602407
F  2.602247  0.232078  -0.338210
F  1.080655  1.042576  -1.713439
F  0.868930  -0.998205  -0.881453

Cartesian forces (eV/Å) of the 3 atoms listed first:
0.50 -1.48 -1.85
-0.99 -0.69 0.46
-0.65 0.64 0.22

Charges computed using Löwdin, reported in e: 0.11 -0.50 0.16 0.12 -0.12 -0.53 0.87 -0.51 0.12 0.12 0.16

[4]
The following is a DFT calculation (wB97M-V/def2-TZVPD) of a molecular structure, C5H7ClS in a non-equilibrium geometry.

Strongest force on any atom: 4.97 eV/Å
HOMO-LUMO gap: 9.47 eV
LUMO: 0.73 eV
Net charge: 0
DFT total energy: -28652.883 eV
E_HOMO: -8.746 eV

Positions of all 14 atoms, in Å:
C  0.813070  2.328421  -0.037886
C  -0.027655  0.929237  -0.098534
C  0.485830  -0.272978  0.015812
C  -0.368611  -1.475359  0.051404
C  -1.493672  0.992046  0.181770
H  0.130760  3.310001  -0.555561
H  0.837778  2.616962  1.119413
H  2.016035  2.253494  -0.792402
H  0.023274  -2.075210  -0.736663
H  -0.305618  -1.942189  0.993627
H  -1.791615  1.326895  1.313776
H  -1.874543  1.518155  -0.635724
S  -2.018174  -0.603467  -0.105664
Cl  2.164761  -0.727109  0.018162

Cartesian forces (eV/Å) of the 3 atoms listed first:
-0.33 0.89 -1.72
2.31 3.60 1.48
1.27 -0.55 -0.24

Charges computed using Löwdin, reported in e: -0.10 -0.41 -0.77 -0.42 -0.55 0.12 0.08 0.17 0.07 0.06 0.15 0.05 0.88 0.68